60
Properties=species:S:1:pos:R:3:forces:R:3:nbo_charge:R:1 method="wB97M-V/def2-TZVPD" energy_ha=-1304.3160 spin_multiplicity=1 charge=0 de_lowest_kj_mol=2354.3 homo_lumo_gap_ev=7.773 homo_energy_ev=-7.55
O 2.2640 -2.4711 -1.5485 -1.08 -0.53 1.00 -0.66
O -0.1208 -1.2234 2.4364 -1.61 -2.36 -5.27 -0.75
O -4.8125 1.6184 -0.4351 -6.65 5.12 -2.39 -0.48
O -4.8618 -1.0507 -1.0560 -5.32 -4.39 -2.93 -0.51
O -2.9653 2.5864 0.8165 1.52 1.76 2.51 -0.50
N 2.3234 -1.4899 0.4378 -2.35 -6.55 2.39 -0.58
N -0.5618 -2.8282 0.8808 1.91 -7.77 -4.86 -0.58
C 4.0636 -0.4044 -0.5319 2.22 8.07 4.02 -0.33
C -3.8950 -0.6742 -0.3529 3.31 1.01 1.14 0.31
C -4.9987 -2.5098 -1.2612 1.55 -0.09 -0.29 -0.30
C -2.8930 1.2874 0.5882 0.77 -4.04 2.18 0.30
C -1.9466 0.3188 1.3307 -0.36 3.87 -2.51 -0.23
C 1.7705 0.3762 -0.7358 -6.74 2.87 2.11 -0.39
C -2.8879 -1.6246 -0.0228 2.52 16.17 2.84 -0.37
C 1.1718 1.8240 -0.2636 1.10 0.81 -1.69 -0.41
C 2.7257 -0.1919 0.1610 2.96 -0.92 0.85 -0.09
C -3.9853 0.7611 -0.1535 7.93 -4.76 3.28 0.28
C 4.5949 1.1940 -1.1803 -0.75 -14.85 -10.74 -0.37
C 1.6598 -3.7447 0.1283 -0.37 -8.01 6.63 -0.58
C -1.9171 -1.0003 0.9150 -2.10 0.67 -2.03 -0.13
C 4.8267 2.2190 -0.5059 -2.78 2.58 15.52 -0.40
C 2.1889 3.0201 -0.2895 0.92 -1.37 -5.46 -0.35
C -2.0413 3.1683 1.8791 3.34 -1.32 -4.65 -0.25
C -0.7797 -1.7252 1.2957 1.89 10.03 11.82 0.63
C 0.5206 -3.6470 0.9793 1.03 -5.33 12.00 -0.14
C -5.9127 1.5785 -1.3556 3.91 -11.87 -1.53 -0.19
C 1.9890 -2.5971 -0.3099 7.41 12.50 -9.67 0.61
C 3.4592 2.9499 0.4516 1.60 -5.62 0.52 -0.42
H 0.9741 1.7103 0.7986 -0.80 -0.20 0.12 0.20
H 1.7186 3.9743 -0.2688 -0.59 0.68 0.40 0.21
H 2.4754 -4.4585 0.5206 -0.80 1.73 0.45 0.27
H 2.6422 3.0559 -1.6839 -1.44 0.03 3.66 0.11
H 3.4057 2.1735 1.4104 0.03 2.52 -2.16 0.19
H 5.2466 3.0020 -0.7029 4.37 8.51 -4.06 0.20
H 3.8934 3.8662 0.6518 0.56 1.84 0.95 0.20
H -4.0414 -2.8110 -1.9688 -2.41 0.41 1.90 0.20
H -0.8759 3.2502 1.2274 -3.29 -0.49 2.31 0.17
H 5.6882 0.8126 -1.8082 -2.96 1.05 1.57 0.20
H 3.8735 1.2911 -2.0590 0.85 0.23 0.93 0.21
H -1.1062 -3.1257 0.1495 -2.01 -0.50 -2.25 0.39
H 0.8302 -0.2957 -0.5890 1.23 1.33 -0.59 0.21
H -2.3021 4.1909 1.9266 -0.70 0.75 0.58 0.21
H 1.3255 -4.4126 -0.4753 -1.54 -3.25 -5.87 0.26
H 5.5180 2.0012 0.4486 -1.17 -0.13 -1.52 0.17
H -1.8995 2.5821 2.8001 -0.55 0.31 -0.53 0.21
H 1.9808 0.2991 -1.7315 0.84 0.14 -2.55 0.23
H -1.0702 0.8705 1.8737 -1.84 -1.87 -0.97 0.26
H 0.9927 -3.4037 2.1557 -1.57 -0.33 -3.06 0.23
H 1.9197 -1.7495 1.2962 -0.18 1.24 2.27 0.40
H 4.1301 -1.1573 -1.1559 -0.23 -3.16 -3.79 0.22
H -6.6907 0.7620 -1.0933 1.11 1.64 0.23 0.19
H -5.9386 -2.5569 -1.8933 1.09 -0.52 1.24 0.22
H 4.7801 -0.6205 0.2612 0.29 0.07 0.08 0.19
H -4.9374 -3.1475 -0.1555 -0.58 1.91 -3.40 0.21
H -6.3208 2.4236 -1.5246 -2.12 6.08 -1.20 0.17
H 0.2604 2.2221 -0.9067 1.61 -1.37 1.50 0.22
H -3.0374 -2.5011 -0.0017 -1.83 -11.75 -0.25 0.17
H 0.1288 -5.0036 1.4049 0.80 3.99 -1.67 0.17
H 2.8675 0.2203 1.2150 -0.34 0.21 -1.73 0.23
H -5.4100 0.8159 -2.4197 -1.63 3.21 2.63 0.16